{
  "formula": "C2BrF3I2",
  "method": "ωB97M-V with the def2-TZVPD basis set",
  "homo_ha": [-0.3415, -0.3180],
  "e_above_lowest_kj_mol": 359.44,
  "homo_lumo_gap_ev": [8.3176, 7.1830],
  "symbols": ["I", "I", "Br", "F", "F", "F", "C", "C"],
  "xyz": [[0.640, 0.842, -2.482], [-1.038, 1.370, 2.127], [-2.367, -0.073, -1.582], [1.904, 0.885, 1.707], [-0.238, -1.815, -1.794], [0.901, -0.908, 2.089], [-0.521, -0.589, -1.549], [0.720, 0.288, 1.484]],
  "mulliken_charge": [0.149, 0.101, -0.067, -0.160, -0.142, -0.165, 0.059, 0.224]
}